1.
{
  "formula": "C36H38F5N9O4S2V",
  "method": "ωB97M-V/def2-TZVPD",
  "spin_multiplicity": 2,
  "total_charge": 2,
  "e_lumo_ev": [-7.1, -6.2],
  "s2": 0.79,
  "species": ["V", "C", "N", "C", "C", "N", "C", "C", "C", "C", "C", "C", "N", "C", "N", "C", "C", "N", "C", "C", "N", "C", "C", "H", "H", "H", "H", "H", "H", "H", "H", "H", "H", "H", "H", "H", "H", "H", "H", "H", "H", "H", "H", "H", "H", "H", "H", "H", "H", "H", "H", "O", "C", "O", "C", "C", "C", "C", "C", "C", "N", "O", "O", "H", "H", "H", "H", "F", "C", "C", "F", "C", "F", "C", "S", "C", "F", "C", "F", "N", "C", "N", "C", "C", "C", "C", "C", "C", "S", "H", "H", "H", "H", "H", "H"],
  "positions_angstrom": [[-0.1153, -0.4932, -0.1979], [2.9873, 2.0072, 2.2699], [1.6861, 1.3494, 2.2074], [0.5421, 2.2595, 2.2030], [1.5312, 0.0283, 2.3732], [0.4704, -0.5914, 1.7793], [-0.2063, -1.5758, 2.5315], [-0.2571, -1.6874, 3.9185], [-0.9512, -2.7372, 4.4973], [-1.5927, -3.6828, 3.7028], [-1.6021, -3.5370, 2.3262], [-0.9499, -2.4514, 1.7537], [-0.9880, -2.1257, 0.3657], [-2.1235, -2.5918, -0.3182], [-1.9562, -3.3323, -1.4102], [-2.8690, -3.2727, -2.5549], [-0.7274, -4.1005, -1.6130], [-3.3314, -2.3366, 0.1607], [-3.6109, -1.3055, 1.1574], [-4.4864, -3.1831, -0.1412], [2.4299, -0.6496, 3.0974], [3.0969, -0.0687, 4.2632], [2.7085, -2.0679, 2.9107], [3.0286, 2.7446, 1.4693], [3.7839, 1.2839, 2.1157], [3.1444, 2.5247, 3.2173], [0.5462, 2.8458, 3.1244], [-0.3877, 1.7051, 2.1320], [0.6187, 2.9475, 1.3624], [0.2506, -0.9655, 4.5459], [-0.9866, -2.8246, 5.5745], [-2.1010, -4.5202, 4.1602], [-2.1330, -4.2509, 1.7070], [-3.5308, -2.4177, -2.4547], [-3.4471, -4.1897, -2.6633], [-2.2635, -3.1273, -3.4489], [-0.3540, -4.4739, -0.6609], [0.0317, -3.5070, -2.1288], [-0.9709, -4.9580, -2.2371], [-2.7628, -0.6456, 1.2940], [-3.8528, -1.7773, 2.1105], [-4.4628, -0.7208, 0.8147], [-4.1610, -4.1564, -0.4977], [-5.1442, -2.7219, -0.8769], [-5.0449, -3.3205, 0.7836], [2.6047, 0.8492, 4.5685], [4.1536, 0.1233, 4.0777], [3.0177, -0.7862, 5.0807], [2.2485, -2.4327, 2.0002], [2.3363, -2.6472, 3.7566], [3.7895, -2.2011, 2.8435], [-3.0784, 0.3254, -1.2222], [-2.4161, 1.1922, -0.7130], [-1.2559, 0.8958, -0.0705], [-2.8086, 2.6216, -0.6955], [-4.1278, 2.9500, -0.9903], [-4.5194, 4.2770, -1.0118], [-3.5714, 5.2490, -0.7545], [-2.2517, 4.9508, -0.4734], [-1.8743, 3.6213, -0.4367], [-3.9821, 6.6737, -0.7840], [-5.1466, 6.9060, -1.0108], [-3.1200, 7.4975, -0.5712], [-4.8365, 2.1639, -1.2098], [-5.5366, 4.5688, -1.2285], [-1.5526, 5.7540, -0.2931], [-0.8494, 3.3597, -0.2172], [4.1630, 1.2780, -5.3501], [3.1045, 0.7949, -4.7239], [2.0647, 1.6380, -4.3665], [2.1373, 2.9344, -4.6366], [0.9740, 1.1261, -3.6887], [0.0035, 1.9676, -3.3198], [0.8943, -0.2145, -3.3384], [-0.4810, -0.8556, -2.4453], [1.9381, -1.0399, -3.7326], [1.9108, -2.3405, -3.4055], [3.0395, -0.5552, -4.4108], [4.0369, -1.3652, -4.7422], [2.3791, -2.6926, -0.4496], [2.7474, -1.4151, -0.6429], [1.9123, -0.4005, -0.6198], [2.5616, 0.8087, -0.9154], [1.9522, 2.0501, -1.0324], [2.7319, 3.1436, -1.3661], [4.1070, 3.0074, -1.5695], [4.7230, 1.7711, -1.4544], [3.9284, 0.6787, -1.1341], [4.4011, -0.9962, -0.9534], [1.3988, -2.9291, -0.5184], [3.0331, -3.4241, -0.6784], [0.8781, 2.1451, -0.9215], [2.2691, 4.1136, -1.4919], [4.6977, 3.8730, -1.8352], [5.7848, 1.6584, -1.6272]],
  "atomic_forces_ev_per_a": [[-0.44, 0.25, 0.23], [0.06, 0.03, -0.04], [-0.08, 0.01, 0.11], [-0.02, 0.01, -0.03], [0.01, 0.01, -0.03], [0.00, 0.02, -0.01], [-0.06, 0.01, -0.11], [0.16, -0.05, 0.02], [0.00, -0.02, -0.03], [0.02, 0.01, 0.04], [-0.06, 0.02, -0.02], [-0.05, 0.01, -0.09], [-0.19, 0.06, -0.23], [0.10, -0.13, 0.12], [0.12, 0.01, 0.01], [0.00, -0.01, -0.05], [-0.04, 0.00, -0.05], [0.00, -0.01, 0.04], [0.00, 0.01, 0.02], [-0.04, -0.03, -0.02], [0.12, 0.01, -0.05], [-0.01, -0.02, 0.04], [-0.05, -0.03, -0.01], [-0.02, 0.00, -0.04], [-0.02, 0.00, -0.03], [-0.02, -0.01, 0.00], [0.01, 0.00, 0.00], [0.02, -0.01, 0.00], [0.03, -0.01, -0.01], [-0.01, 0.00, 0.01], [0.00, 0.00, 0.00], [0.00, 0.00, -0.01], [0.00, 0.00, 0.01], [0.01, 0.02, 0.00], [0.01, 0.00, 0.01], [0.01, 0.00, 0.00], [0.00, 0.02, 0.02], [-0.07, -0.03, -0.02], [-0.02, -0.03, 0.02], [0.01, -0.01, -0.02], [0.01, -0.01, 0.00], [0.00, -0.01, 0.00], [0.01, 0.02, 0.00], [0.01, 0.01, 0.00], [0.01, 0.01, 0.01], [0.00, 0.01, -0.01], [0.00, 0.00, 0.00], [-0.01, 0.00, 0.00], [-0.01, 0.01, -0.01], [-0.02, 0.00, 0.01], [0.00, 0.01, 0.00], [0.14, -0.02, 0.11], [-0.51, -0.09, -0.24], [0.51, -0.11, 0.05], [0.29, 0.08, 0.04], [-0.01, -0.05, -0.05], [-0.05, 0.05, 0.00], [0.02, -0.08, -0.01], [0.03, 0.05, 0.00], [-0.04, -0.01, 0.03], [-0.02, 0.04, 0.04], [-0.01, -0.02, -0.02], [0.03, -0.01, -0.01], [0.00, 0.01, 0.01], [0.00, -0.01, 0.00], [0.00, 0.00, 0.01], [0.00, 0.00, -0.01], [-0.01, -0.02, 0.02], [0.01, 0.04, -0.03], [0.02, 0.05, -0.03], [-0.02, -0.04, -0.02], [-0.10, -0.01, 0.00], [0.02, -0.04, -0.03], [-0.04, 0.05, -0.10], [0.17, -0.13, 0.26], [0.02, 0.01, 0.02], [0.03, -0.02, -0.06], [0.02, -0.03, -0.01], [-0.01, 0.01, 0.02], [0.02, 0.00, 0.11], [0.11, 0.02, -0.18], [-0.08, 0.08, 0.12], [0.02, 0.01, 0.05], [-0.04, 0.04, 0.02], [0.01, -0.01, 0.02], [0.03, -0.05, 0.00], [-0.02, 0.06, -0.03], [0.04, -0.09, 0.11], [-0.03, -0.01, -0.05], [0.01, 0.03, -0.01], [-0.02, -0.01, 0.00], [0.01, 0.04, 0.02], [-0.01, 0.00, 0.00], [0.00, 0.00, 0.00], [0.00, 0.02, 0.00]]
}



2.
{
  "formula": "C4H7NO2",
  "method": "ωB97M-V/def2-TZVPD",
  "e_lumo_ev": [0.5, -0.6],
  "de_lowest_kj_mol": 491.12,
  "species": ["C", "C", "C", "C", "N", "O", "O", "H", "H", "H", "H", "H", "H", "H"],
  "positions_angstrom": [[-1.7043, -0.3450, 0.8378], [0.5868, 0.1915, 0.3912], [0.8527, -0.8084, -0.6191], [0.1820, 1.5329, -0.2989], [-2.1725, -0.5907, -0.2638], [-0.3942, -0.1538, 1.3426], [1.2178, -2.0488, -0.2178], [-2.2882, -0.3613, 1.6767], [1.4013, 0.2328, 1.1545], [0.9312, -0.5456, -1.6980], [1.1372, 2.0210, -0.6333], [-0.3200, 2.2536, 0.4357], [-0.5184, 1.3141, -1.1644], [1.0886, -2.6923, -0.9431]],
  "atomic_forces_ev_per_a": [[2.79, -0.26, 0.36], [0.35, 1.41, 0.37], [-0.35, -0.61, -1.44], [0.53, 0.55, 0.30], [0.51, -0.02, -1.51], [-2.56, -0.69, -0.38], [-0.20, -0.23, -0.46], [-1.98, 0.08, 2.28], [0.25, 0.56, -1.01], [-0.11, -0.29, 0.98], [-1.04, -0.28, -0.04], [0.67, -1.20, -0.99], [0.94, 0.42, 1.05], [0.20, 0.56, 0.50]]
}



3.
{
  "formula": "C4H6HgO3",
  "method": "ωB97M-V/def2-TZVPD",
  "spin_multiplicity": 2,
  "total_charge": 1,
  "e_lumo_ev": [-5.4, -6.0],
  "de_lowest_kj_mol": 100.38,
  "s2": 0.76,
  "species": ["O", "C", "C", "H", "H", "H", "O", "Hg", "C", "O", "C", "H", "H", "H"],
  "positions_angstrom": [[0.1803, 0.3068, 0.7392], [0.1406, 1.6132, 0.6046], [1.0385, 2.2586, 1.5673], [0.5529, 2.7547, 2.4181], [1.7058, 1.4508, 1.9234], [1.7131, 2.9362, 1.0214], [-0.6983, 0.0955, -1.3551], [-1.3235, 2.2817, -1.2683], [-0.2610, -0.4497, -0.3744], [-0.3662, -1.7071, -0.1067], [-0.6254, -2.7042, -1.1224], [0.1447, -2.6550, -1.8976], [-0.5894, -3.6571, -0.5905], [-1.6123, -2.5245, -1.5593]],
  "atomic_forces_ev_per_a": [[0.63, -0.14, -0.50], [-0.24, -0.24, -0.21], [1.05, -1.09, 0.20], [-0.03, 0.10, -0.41], [-0.30, 0.46, 0.41], [-0.62, 0.32, 0.10], [0.99, -1.14, -0.61], [-0.10, 1.31, 0.35], [-2.60, -0.59, -0.33], [1.45, 0.78, 1.39], [-0.29, -0.05, -0.58], [-0.13, 0.02, 0.22], [-0.02, 0.31, -0.14], [0.21, -0.06, 0.12]]
}



4.
{
  "formula": "C4H14NO2",
  "method": "ωB97M-V/def2-TZVPD",
  "total_charge": 1,
  "e_lumo_ev": -3.0,
  "de_lowest_kj_mol": 161.97,
  "species": ["C", "N", "C", "C", "C", "H", "H", "H", "H", "H", "H", "H", "H", "H", "H", "H", "H", "O", "H", "H", "O"],
  "positions_angstrom": [[-0.7836, -0.7107, 0.0699], [0.6345, -1.1261, 0.0570], [1.3384, -0.5141, -1.1509], [0.3090, 0.5076, -1.7613], [-1.0060, 0.0914, -1.2178], [-1.3498, -1.6637, 0.1270], [-1.0925, -0.3547, 1.0347], [0.9938, -2.0883, 0.0245], [1.1089, -0.6969, 0.9445], [1.3587, -1.3239, -1.9276], [2.2932, -0.0205, -1.0124], [0.6534, 1.5337, -1.5333], [0.2430, 0.3861, -2.8684], [-1.6648, -0.4817, -1.8573], [-1.8067, 0.8458, -0.9113], [2.1327, 1.4948, 1.4641], [2.4760, 0.1825, 2.2802], [2.0979, 0.5280, 1.4649], [-2.4777, 0.6944, 2.7964], [-3.1783, 1.5494, 2.0142], [-2.2801, 1.1668, 1.9631]],
  "atomic_forces_ev_per_a": [[-1.13, -2.94, -0.32], [3.75, 1.30, 1.47], [-1.94, -0.06, -2.47], [1.14, 0.18, -0.71], [-3.51, 0.69, 2.34], [0.03, 0.37, -0.80], [0.61, 1.31, 0.12], [-1.41, -0.06, 0.25], [-0.74, -0.38, -1.91], [0.61, 0.51, 0.99], [0.08, -0.58, 0.63], [-0.58, -0.43, -0.04], [0.54, 0.30, 0.82], [0.64, -0.56, -0.68], [1.63, -0.03, -0.46], [0.04, -0.26, 0.32], [0.22, 0.52, 0.16], [0.13, 0.03, 0.17], [1.26, -0.39, -0.12], [0.41, 0.68, -1.21], [-1.79, -0.20, 1.46]]
}